Entry 1:
Here is a structure of composition C37H31N6O6PbS2 from OMol25. Energies are from ωB97M-V/def2-TZVPD.

Atoms and positions in Å:
Pb  -0.112  0.332  -1.358
O  4.251  -2.580  -0.848
C  3.528  -1.606  -1.217
N  2.506  -1.191  -0.349
C  1.776  -1.981  0.315
O  3.275  -4.245  3.059
C  0.798  -1.502  1.378
C  0.918  -1.932  2.725
C  0.152  -1.278  3.688
C  -0.619  -0.187  3.302
C  -0.726  0.119  1.983
N  0.047  -0.470  1.066
C  3.764  -0.787  -2.456
C  4.905  -0.940  -3.192
C  4.987  -0.303  -4.398
C  3.912  0.542  -4.743
C  2.801  0.737  -3.897
N  2.755  -0.020  -2.763
H  1.569  -2.706  3.039
H  0.172  -1.639  4.737
H  -1.200  0.308  4.007
H  -1.451  0.876  1.610
H  5.641  -1.592  -2.757
H  5.824  -0.339  -5.143
H  4.011  1.180  -5.616
H  1.972  1.354  -4.144
O  -2.319  -1.399  -0.694
C  -2.726  -2.710  -0.754
C  -4.049  -3.074  -0.582
C  -4.375  -4.456  -0.541
C  -3.409  -5.408  -0.701
C  -2.123  -5.009  -0.936
C  -1.746  -3.686  -0.962
C  -0.334  -3.219  -0.867
O  0.005  -2.204  -1.494
N  0.430  -3.947  -0.045
N  1.666  -3.500  0.249
C  2.588  -4.281  0.647
S  2.560  -6.051  0.505
C  4.320  -6.192  1.125
C  5.043  -4.831  1.113
S  3.848  -3.690  1.788
H  -3.144  -0.890  -0.637
H  -4.839  -2.315  -0.409
H  -5.376  -4.762  -0.317
H  -3.783  -6.436  -0.595
H  -1.327  -5.725  -1.028
H  4.802  -6.866  0.389
H  4.399  -6.742  2.071
H  5.273  -4.511  0.089
H  5.837  -4.855  1.832
C  1.990  4.249  0.268
C  0.857  4.210  1.275
C  1.190  3.772  2.547
C  0.171  3.349  3.374
C  -1.153  3.421  3.000
C  -1.489  3.938  1.743
N  -2.862  3.983  1.478
C  -3.611  4.000  0.254
C  -4.584  4.935  0.171
C  -5.588  4.888  -0.792
C  -5.551  3.913  -1.784
C  -4.465  3.109  -1.819
C  -3.479  3.039  -0.898
C  -2.411  2.051  -1.097
O  -1.452  1.997  -0.242
O  -2.420  1.173  -2.037
C  -0.468  4.437  0.927
C  -0.929  5.285  -0.258
H  2.310  3.194  0.081
H  2.816  4.795  0.668
H  1.728  4.764  -0.697
H  2.258  3.648  2.928
H  0.497  3.021  4.345
H  -2.024  3.121  3.673
H  -3.401  4.202  2.275
H  -4.619  5.665  1.015
H  -6.238  5.683  -0.705
H  -6.227  3.878  -2.642
H  -4.391  2.406  -2.611
H  -0.074  5.956  -0.586
H  -1.789  5.809  -0.022
H  -1.271  4.725  -1.109

Results
HOMO energy = -9.7 eV
Multiplicity = 1
Net charge = +1

Just the Mulliken charges please, in e? Sure, here they are: atom 1 (Pb): 1.64, atom 2 (O): -0.60, atom 3 (C): 0.41, atom 4 (N): -0.10, atom 5 (C): -0.34, atom 6 (O): -0.67, atom 7 (C): 0.29, atom 8 (C): -0.54, atom 9 (C): -1.10, atom 10 (C): -0.79, atom 11 (C): -0.28, atom 12 (N): 0.71, atom 13 (C): -0.12, atom 14 (C): -0.49, atom 15 (C): -0.45, atom 16 (C): -0.56, atom 17 (C): -0.33, atom 18 (N): 0.09, atom 19 (H): 0.57, atom 20 (H): 0.41, atom 21 (H): 0.69, atom 22 (H): 0.25, atom 23 (H): 0.52, atom 24 (H): 0.38, atom 25 (H): 0.38, atom 26 (H): 0.50, atom 27 (O): 0.31, atom 28 (C): 0.37, atom 29 (C): -0.88, atom 30 (C): -0.48, atom 31 (C): -0.92, atom 32 (C): -0.33, atom 33 (C): 0.30, atom 34 (C): 0.56, atom 35 (O): -0.78, atom 36 (N): -1.14, atom 37 (N): 1.33, atom 38 (C): 0.49, atom 39 (S): -0.03, atom 40 (C): -0.63, atom 41 (C): -0.65, atom 42 (S): 0.51, atom 43 (H): 0.08, atom 44 (H): 0.41, atom 45 (H): 0.42, atom 46 (H): 0.36, atom 47 (H): 0.48, atom 48 (H): 0.42, atom 49 (H): 0.40, atom 50 (H): 0.29, atom 51 (H): 0.54, atom 52 (C): -1.65, atom 53 (C): 1.16, atom 54 (C): -0.77, atom 55 (C): -0.57, atom 56 (C): -0.63, atom 57 (C): 0.14, atom 58 (N): -0.14, atom 59 (C): 0.13, atom 60 (C): -0.30, atom 61 (C): -0.51, atom 62 (C): -0.91, atom 63 (C): -0.72, atom 64 (C): 0.17, atom 65 (C): 1.09, atom 66 (O): -0.77, atom 67 (O): -0.97, atom 68 (C): 1.00, atom 69 (C): -1.90, atom 70 (H): 0.18, atom 71 (H): 0.47, atom 72 (H): 0.35, atom 73 (H): 0.29, atom 74 (H): 0.46, atom 75 (H): 0.26, atom 76 (H): 0.33, atom 77 (H): 0.36, atom 78 (H): 0.48, atom 79 (H): 0.37, atom 80 (H): 0.50, atom 81 (H): 0.47, atom 82 (H): 0.47, atom 83 (H): 0.30

=====

Entry 2:
Here is a structure of composition C37H32AuNP2 from OMol25. Energies are from ωB97M-V/def2-TZVPD.

Atoms and positions in Å:
C  1.190  -2.736  -2.599
C  0.056  -3.021  -1.805
C  -1.080  -3.683  -2.321
C  -0.991  -4.219  -3.607
C  0.165  -4.019  -4.381
C  1.244  -3.267  -3.889
P  0.025  -2.391  -0.093
C  -1.424  -3.107  0.725
C  -2.530  -2.282  1.028
C  -3.656  -2.876  1.602
C  -3.673  -4.255  1.868
C  -2.557  -5.056  1.568
C  -1.420  -4.488  0.997
Au  -0.089  -0.018  0.137
P  -0.020  2.394  0.049
C  -1.134  3.066  -1.235
C  -0.602  3.774  -2.333
C  -1.489  4.310  -3.263
C  -2.862  4.052  -3.160
C  -3.368  3.243  -2.131
C  -2.501  2.702  -1.183
C  -0.611  3.125  1.620
C  0.154  2.903  2.787
C  -0.259  3.426  4.010
C  -1.441  4.175  4.085
C  -2.217  4.375  2.936
C  -1.821  3.840  1.711
C  1.617  3.143  -0.197
C  2.771  2.330  -0.256
C  3.991  2.947  -0.548
C  4.058  4.338  -0.720
C  2.909  5.135  -0.601
C  1.680  4.547  -0.312
C  1.501  -3.132  0.687
C  2.160  -4.212  0.077
C  3.254  -4.786  0.719
C  3.689  -4.306  1.961
C  3.032  -3.235  2.573
C  1.939  -2.654  1.940
H  1.085  2.331  2.761
H  0.343  3.228  4.896
H  -1.754  4.612  5.031
H  -3.132  4.962  2.956
H  -2.442  4.027  0.832
H  0.470  3.982  -2.415
H  -1.067  4.925  -4.051
H  -3.534  4.466  -3.909
H  -4.434  3.060  -2.037
H  -2.898  2.103  -0.352
H  2.696  1.239  -0.150
H  4.878  2.324  -0.641
H  5.020  4.801  -0.937
H  2.948  6.210  -0.750
H  0.762  5.150  -0.276
H  1.821  -4.592  -0.890
H  3.753  -5.610  0.227
H  4.537  -4.767  2.461
H  3.340  -2.849  3.545
H  1.422  -1.837  2.441
H  -2.501  -1.201  0.813
H  -4.521  -2.251  1.818
H  -4.565  -4.706  2.307
H  -2.562  -6.122  1.773
H  -0.539  -5.100  0.751
H  -1.966  -3.844  -1.690
H  -1.834  -4.793  -3.982
H  0.218  -4.443  -5.385
H  2.146  -3.127  -4.481
H  2.024  -2.146  -2.189
H  -0.162  0.035  -1.569
H  0.883  0.015  -1.286
N  -0.046  -0.108  3.563
C  -0.075  -0.053  2.365

Results
HOMO energy (alpha / beta) = -12.5 / -13.8 eV
Multiplicity = 3
Net charge = +2

Just the Mulliken charges please, in e? Sure, here they are: atom 1 (C): -0.31, atom 2 (C): 0.63, atom 3 (C): -0.63, atom 4 (C): -0.61, atom 5 (C): -0.53, atom 6 (C): -0.65, atom 7 (P): 0.94, atom 8 (C): 0.21, atom 9 (C): -0.16, atom 10 (C): -0.67, atom 11 (C): -0.51, atom 12 (C): -0.70, atom 13 (C): -0.17, atom 14 (Au): 0.94, atom 15 (P): 0.75, atom 16 (C): 0.92, atom 17 (C): -0.79, atom 18 (C): -0.61, atom 19 (C): -0.59, atom 20 (C): -0.69, atom 21 (C): -0.71, atom 22 (C): 0.84, atom 23 (C): -0.58, atom 24 (C): -0.61, atom 25 (C): -0.47, atom 26 (C): -0.50, atom 27 (C): -0.58, atom 28 (C): 0.59, atom 29 (C): -0.31, atom 30 (C): -0.56, atom 31 (C): -0.55, atom 32 (C): -0.76, atom 33 (C): -0.35, atom 34 (C): 0.64, atom 35 (C): -0.20, atom 36 (C): -0.71, atom 37 (C): -0.55, atom 38 (C): -0.71, atom 39 (C): -0.45, atom 40 (H): 0.44, atom 41 (H): 0.44, atom 42 (H): 0.44, atom 43 (H): 0.47, atom 44 (H): 0.48, atom 45 (H): 0.45, atom 46 (H): 0.45, atom 47 (H): 0.42, atom 48 (H): 0.43, atom 49 (H): 0.54, atom 50 (H): 0.15, atom 51 (H): 0.44, atom 52 (H): 0.42, atom 53 (H): 0.44, atom 54 (H): 0.50, atom 55 (H): 0.41, atom 56 (H): 0.45, atom 57 (H): 0.40, atom 58 (H): 0.46, atom 59 (H): 0.18, atom 60 (H): 0.10, atom 61 (H): 0.41, atom 62 (H): 0.40, atom 63 (H): 0.43, atom 64 (H): 0.43, atom 65 (H): 0.36, atom 66 (H): 0.44, atom 67 (H): 0.41, atom 68 (H): 0.42, atom 69 (H): 0.37, atom 70 (H): 0.41, atom 71 (H): -0.17, atom 72 (N): -0.69, atom 73 (C): -0.01

=====

Entry 3:
Here is a cluster of 4 separate species, C37H32BCl3F9O10PS2 in total from OMol25. Energies are from ωB97M-V/def2-TZVPD.

Atoms and positions in Å:
C  -3.832  -6.282  0.619
C  -5.336  -5.989  0.257
Cl  -5.858  -6.903  -1.240
C  -5.761  -4.456  0.252
Cl  -6.564  -3.889  -1.294
C  -4.716  -3.441  0.791
C  -4.915  -2.774  2.098
P  -6.404  -3.135  3.237
O  -6.488  -4.838  3.371
O  -7.729  -2.663  2.279
C  -3.986  -1.783  2.632
C  -2.794  -1.415  1.856
C  -2.591  -2.073  0.589
Cl  -1.128  -1.555  -0.311
C  -3.500  -3.092  0.030
S  -2.972  -3.782  -1.567
C  -1.316  -4.586  -1.314
O  -2.871  -2.656  -2.506
O  -3.819  -4.801  -2.173
C  -1.849  -0.315  2.431
O  -0.660  -0.313  2.328
C  -2.598  0.805  3.232
S  -1.919  2.476  3.076
O  -2.880  3.553  3.237
O  -1.379  2.568  1.713
C  -0.409  2.682  4.177
F  0.140  1.487  4.537
F  -0.914  3.227  5.355
C  0.629  3.732  3.621
F  -0.017  4.766  2.997
F  1.248  4.311  4.717
C  1.739  3.149  2.656
F  1.437  1.943  2.103
F  1.856  4.035  1.599
C  3.181  3.038  3.283
F  3.769  4.235  3.513
F  3.186  2.218  4.361
F  3.966  2.420  2.334
C  -3.704  0.474  3.964
C  -4.495  1.504  4.800
B  -5.725  1.987  3.852
O  -6.650  1.017  3.344
O  -5.923  3.320  3.455
C  -4.171  -1.030  3.977
O  -4.581  -1.492  4.999
H  -3.818  -7.362  0.943
H  -3.481  -5.716  1.524
H  -3.137  -6.225  -0.245
H  -5.917  -6.501  1.072
H  -6.620  -4.395  0.971
H  -5.695  -5.202  2.935
H  -8.265  -3.471  2.149
H  -1.004  -4.367  -0.263
H  -0.613  -4.035  -1.986
H  -1.401  -5.671  -1.536
H  -3.884  2.355  5.179
H  -4.975  0.939  5.649
H  -6.558  1.068  2.372
H  -6.026  3.277  2.484
C  1.415  -1.963  -3.159
C  1.690  -1.348  -1.944
C  3.006  -1.136  -1.551
C  4.049  -1.543  -2.374
C  3.776  -2.165  -3.585
C  2.459  -2.374  -3.979
H  0.387  -2.121  -3.468
H  0.877  -1.033  -1.301
H  3.218  -0.654  -0.604
H  5.076  -1.376  -2.069
H  4.589  -2.487  -4.224
H  2.247  -2.857  -4.926
C  2.586  1.331  -6.178
C  2.837  0.982  -4.857
C  3.886  1.579  -4.168
C  4.686  2.522  -4.801
C  4.441  2.865  -6.125
C  3.390  2.271  -6.814
H  1.764  0.870  -6.714
H  2.216  0.246  -4.364
H  4.079  1.309  -3.137
H  5.502  2.989  -4.262
H  5.069  3.596  -6.621
H  3.197  2.539  -7.846
C  7.733  5.757  -0.637
C  8.853  5.757  -1.459
C  8.984  4.800  -2.457
C  7.995  3.838  -2.630
C  6.880  3.832  -1.802
C  6.748  4.792  -0.806
H  7.629  6.508  0.137
H  9.625  6.506  -1.323
H  9.856  4.802  -3.101
H  8.096  3.092  -3.410
H  6.112  3.079  -1.933
H  5.876  4.789  -0.162

Results
HOMO energy = -9.1 eV
Multiplicity = 1
Net charge = 0
SMILES string = C[C@H](Cl)[C@H](Cl)c1c(P(O)O)c2c(c(Cl)c1S(C)(=O)=O)C(=O)C(S(=O)(=O)C(F)(F)C(F)(F)C(F)(F)C(F)(F)F)=C(CB(O)O)C2=O.c1ccccc1.c1ccccc1.c1ccccc1

Just the Mulliken charges please, in e? Sure, here they are: atom 1 (C): -1.12, atom 2 (C): 0.15, atom 3 (Cl): -0.15, atom 4 (C): -0.59, atom 5 (Cl): -0.07, atom 6 (C): 0.66, atom 7 (C): 0.22, atom 8 (P): 0.26, atom 9 (O): -0.57, atom 10 (O): -0.50, atom 11 (C): -0.14, atom 12 (C): 0.12, atom 13 (C): -0.34, atom 14 (Cl): -0.09, atom 15 (C): 0.72, atom 16 (S): 1.53, atom 17 (C): -1.00, atom 18 (O): -0.68, atom 19 (O): -0.54, atom 20 (C): -0.76, atom 21 (O): -0.48, atom 22 (C): 0.66, atom 23 (S): 1.22, atom 24 (O): -0.57, atom 25 (O): -0.66, atom 26 (C): 0.69, atom 27 (F): -0.24, atom 28 (F): -0.32, atom 29 (C): 0.62, atom 30 (F): -0.25, atom 31 (F): -0.31, atom 32 (C): 0.64, atom 33 (F): -0.22, atom 34 (F): -0.31, atom 35 (C): 0.59, atom 36 (F): -0.24, atom 37 (F): -0.24, atom 38 (F): -0.24, atom 39 (C): 0.23, atom 40 (C): -1.16, atom 41 (B): 0.58, atom 42 (O): -0.56, atom 43 (O): -0.50, atom 44 (C): -0.41, atom 45 (O): -0.46, atom 46 (H): 0.47, atom 47 (H): 0.27, atom 48 (H): 0.12, atom 49 (H): 0.45, atom 50 (H): 0.18, atom 51 (H): 0.38, atom 52 (H): 0.33, atom 53 (H): 0.39, atom 54 (H): 0.21, atom 55 (H): 0.46, atom 56 (H): 0.37, atom 57 (H): 0.36, atom 58 (H): 0.27, atom 59 (H): 0.28, atom 60 (C): -0.32, atom 61 (C): 0.08, atom 62 (C): -0.71, atom 63 (C): -0.52, atom 64 (C): -0.32, atom 65 (C): -0.59, atom 66 (H): 0.59, atom 67 (H): 0.37, atom 68 (H): 0.50, atom 69 (H): 0.40, atom 70 (H): 0.39, atom 71 (H): 0.37, atom 72 (C): -0.67, atom 73 (C): 0.04, atom 74 (C): -0.52, atom 75 (C): 0.07, atom 76 (C): -0.59, atom 77 (C): -0.30, atom 78 (H): 0.38, atom 79 (H): 0.35, atom 80 (H): 0.38, atom 81 (H): 0.13, atom 82 (H): 0.38, atom 83 (H): 0.36, atom 84 (C): -0.34, atom 85 (C): -0.42, atom 86 (C): -0.36, atom 87 (C): -0.47, atom 88 (C): -0.08, atom 89 (C): -0.60, atom 90 (H): 0.36, atom 91 (H): 0.35, atom 92 (H): 0.36, atom 93 (H): 0.40, atom 94 (H): 0.40, atom 95 (H): 0.44

=====

Asked for calculated total energy across the records above, the calculation gives -3197.482257 -2301.568527 -5623.397582 Eh in order.